1.
C2H9N2O2S | wB97M-V/def2-TZVPD

**Energy relative to the best compared isomer or geometry (same formula, charge and spin)**: 0.051 eV
**Molecular weight**: 125.17 g/mol
**Net charge**: +1
**HOMO-LUMO gap**: 11.38 eV
**HOMO**: -14.72 eV
**SMILES**: [NH3+]CCN[SH](=O)=O

Each line ends with the Löwdin charge.
Atoms and positions in Å:
C (0.0115, -0.8967, -0.4754)  -0.27
C (1.0003, -0.0048, 0.2871)  -0.14
N (-1.1495, -1.0610, 0.3539)  -0.09
N (0.5093, 1.4004, 0.3220)  0.18
O (-3.7780, -0.1325, 0.6399)  -0.27
O (-2.0333, 1.3116, -0.4042)  -0.37
S (-2.6846, 0.0297, -0.2264)  0.79
H (-0.2265, -0.4529, -1.4497)  0.12
H (0.4863, -1.8652, -0.6552)  0.14
H (1.9904, -0.0474, -0.1665)  0.13
H (1.0618, -0.3891, 1.3077)  0.14
H (-1.4964, -2.0053, 0.4360)  0.09
H (0.9693, 1.9754, -0.3889)  0.17
H (0.6536, 1.8300, 1.2397)  0.18
H (-0.5447, 1.4171, 0.1041)  0.08
H (-2.9904, -0.4289, -1.5125)  0.12

2.
C8H9O2S2 | wB97M-V/def2-TZVPD

**Energy relative to the best compared isomer or geometry (same formula, charge and spin)**: 2.863 eV
**Molecular weight**: 201.29 g/mol
**Net charge**: -1
**HOMO-LUMO gap (spin up / spin down)**: 7.70 / 5.98 eV
**HOMO (spin up / spin down)**: -4.62 / -2.86 eV

Each line ends with the Löwdin charge.
Atoms and positions in Å:
C (-2.6318, 0.9829, 2.0642)  -0.24
C (-1.9304, 0.3193, 1.0504)  -0.20
C (-2.0090, 2.1176, 2.4293)  -0.39
C (-0.9399, 1.0811, 0.4876)  -0.67
C (0.5453, 1.9915, -1.3885)  -0.74
C (1.8509, -0.0492, 0.5685)  0.06
C (0.1993, -0.9020, -3.0027)  -0.36
C (-0.3651, 0.8214, -0.7665)  -0.50
O (0.5427, 3.0014, -0.6886)  -0.14
O (1.0590, 1.6741, -2.4594)  -0.05
S (-0.8812, 2.5950, 1.1659)  1.07
S (-0.7938, -0.6700, -1.4689)  0.91
H (-3.3805, 0.5825, 2.7711)  0.10
H (-2.1672, -0.6971, 0.5784)  0.08
H (-2.3313, 2.7975, 3.1564)  0.03
H (1.0119, -0.6395, 0.9105)  -0.01
H (2.5202, -0.5499, -0.1313)  -0.01
H (2.1293, 0.9924, 0.7497)  0.01
H (1.1717, -1.3619, -2.6877)  0.05
H (0.3925, 0.0056, -3.6629)  0.06
H (-0.4184, -1.5567, -3.4451)  -0.06

Number 1: E_tot -20122.1679 eV. Number 2: E_tot -34205.0958 eV.